1.
Entry from OMol25: a molecular structure, C42H36F12N7O4S2Ti (ωB97M-V with the def2-TZVPD basis set).

CARTESIAN COORDINATES (ANGSTROEM)
Ti -0.031 0.144 -1.087
C -6.215 1.891 -0.629
C -5.171 1.437 0.381
N -4.503 0.203 0.005
C -3.388 0.200 -0.763
S -2.446 -1.229 -0.833
N -3.127 1.312 -1.420
N -1.922 1.248 -2.055
C -1.814 2.035 -3.060
C -2.960 2.879 -3.521
C -0.482 2.118 -3.678
C -0.249 2.709 -4.919
C 1.041 2.733 -5.419
C 2.062 2.165 -4.678
C 1.744 1.590 -3.459
N 0.513 1.582 -2.965
H -6.713 2.799 -0.277
H -6.974 1.122 -0.785
H -5.741 2.105 -1.587
H -5.629 1.270 1.357
H -4.416 2.217 0.512
H -4.570 -0.579 0.631
H -3.800 2.249 -3.820
H -2.691 3.538 -4.342
H -3.318 3.480 -2.682
H -1.065 3.120 -5.493
H 1.240 3.182 -6.385
H 3.084 2.148 -5.030
H 2.493 1.106 -2.852
C 4.757 -2.186 3.784
C 3.758 -2.045 2.667
C 3.038 -3.124 2.171
C 2.104 -2.973 1.169
C 1.773 -1.723 0.587
N 0.702 -1.593 -0.288
C 0.000 -2.782 -0.648
C -0.550 -3.616 0.329
C -1.203 -4.789 0.003
C -1.349 -5.183 -1.321
C -2.049 -6.462 -1.693
C -0.858 -4.333 -2.299
C -0.217 -3.138 -1.989
C 0.180 -2.149 -3.079
O 0.053 -0.856 -2.650
C -0.730 -2.228 -4.346
F -0.536 -1.155 -5.133
F -2.022 -2.256 -4.018
F -0.481 -3.315 -5.118
C 1.641 -2.427 -3.516
F 2.483 -2.255 -2.500
F 1.802 -3.691 -3.951
F 2.041 -1.613 -4.514
C 2.642 -0.663 0.980
C 3.560 -0.843 2.015
C 2.704 0.645 0.203
O 1.681 0.775 -0.688
C 4.036 0.693 -0.623
F 5.151 0.517 0.110
F 4.181 1.879 -1.259
F 4.031 -0.253 -1.563
C 2.679 1.921 1.108
F 1.718 1.843 2.029
F 2.448 3.024 0.384
F 3.843 2.137 1.770
H 4.660 -3.158 4.271
H 4.620 -1.420 4.551
H 5.786 -2.098 3.424
H 3.202 -4.117 2.579
H 1.597 -3.860 0.832
H -0.473 -3.311 1.360
H -1.623 -5.399 0.796
H -2.400 -6.986 -0.802
H -1.384 -7.138 -2.237
H -2.916 -6.275 -2.331
H -1.003 -4.606 -3.337
H 4.164 0.003 2.315
C 2.110 1.291 7.011
C 1.227 0.994 5.829
C 1.575 0.017 4.902
C 0.773 -0.245 3.803
C -0.389 0.486 3.609
C -0.776 1.433 4.547
C 0.034 1.688 5.643
S -1.420 0.081 2.214
O -1.253 -1.333 2.069
O -2.725 0.618 2.536
N -0.808 0.812 0.897
C -0.900 2.182 0.774
C -1.453 3.141 1.640
C -1.335 4.471 1.294
C -0.707 4.849 0.110
C -0.248 3.836 -0.710
N -0.356 2.557 -0.387
H 2.953 0.601 7.054
H 1.559 1.210 7.950
H 2.512 2.306 6.956
H 2.488 -0.554 5.035
H 1.048 -1.019 3.098
H -1.723 1.942 4.437
H -0.276 2.431 6.371
H -1.985 2.851 2.527
H -1.746 5.225 1.956
H -0.593 5.885 -0.175
H 0.218 4.049 -1.668

For the frontier orbital gap, the calculation gives 6.93 eV. As for the energy relative to the best compared isomer or geometry (same formula, charge and spin): 13.4 kJ/mol. The calculation puts the energy at -140163.7696 eV. The value obtained for the HOMO energy is -4.6 eV. Its net charge is -1. As for the spin multiplicity: 1.

2.
Entry from OMol25: a molecular structure, C42H37As2IrN2Se (ωB97M-V with the def2-TZVPD basis set).

CARTESIAN COORDINATES (ANGSTROEM)
Ir -0.295 0.030 -0.125
C -2.850 -3.501 -0.619
C -4.106 -3.009 -0.311
C -4.278 -1.645 -0.117
C -3.187 -0.808 -0.226
N -1.960 -1.301 -0.476
C -1.793 -2.614 -0.684
C -3.255 0.670 -0.098
C -4.441 1.381 -0.074
C -4.401 2.761 0.052
C -3.175 3.398 0.157
C -2.026 2.634 0.114
N -2.067 1.299 -0.023
H -2.679 -4.553 -0.795
H -4.953 -3.678 -0.224
H -5.253 -1.249 0.132
H -0.786 -2.951 -0.891
H -5.390 0.871 -0.161
H -5.321 3.330 0.072
H -3.101 4.471 0.271
H -1.047 3.083 0.211
C 2.696 -0.524 1.798
C 1.745 -0.017 2.867
As -0.136 -0.274 2.425
C -0.449 -2.179 2.523
C -1.517 -2.680 3.262
C -1.764 -4.048 3.282
C -0.952 -4.920 2.569
C 0.101 -4.424 1.812
C 0.344 -3.056 1.778
C -1.057 0.494 3.902
C -0.805 -0.009 5.177
C -1.436 0.575 6.265
C -2.306 1.644 6.079
C -2.552 2.138 4.807
C -1.926 1.563 3.709
As 2.189 0.123 0.036
C 2.441 2.030 0.177
C 3.476 2.566 0.939
C 3.619 3.944 1.037
C 2.742 4.790 0.371
C 1.721 4.261 -0.406
C 1.573 2.882 -0.499
C 3.478 -0.544 -1.188
C 4.829 -0.393 -0.896
C 5.771 -0.847 -1.809
C 5.367 -1.451 -2.993
C 4.017 -1.613 -3.272
C 3.068 -1.158 -2.367
H 2.735 -1.609 1.764
H 3.714 -0.178 1.976
H 1.857 1.057 3.016
H 1.922 -0.504 3.825
H -2.149 -2.015 3.836
H -2.585 -4.436 3.873
H -1.133 -5.987 2.612
H 0.740 -5.102 1.259
H 1.164 -2.692 1.173
H -0.137 -0.848 5.331
H -1.249 0.195 7.261
H -2.794 2.093 6.934
H -3.229 2.972 4.670
H -2.114 1.952 2.715
H 4.178 1.927 1.462
H 4.422 4.358 1.633
H 2.866 5.862 0.445
H 1.060 4.922 -0.952
H 0.808 2.475 -1.155
H 5.164 0.074 0.021
H 6.825 -0.731 -1.592
H 6.109 -1.808 -3.694
H 3.709 -2.113 -4.182
H 2.014 -1.321 -2.563
Se -0.232 0.174 -3.293
C -0.189 0.260 -5.120
C 1.074 0.365 -5.777
C 1.097 0.437 -7.143
C -0.111 0.404 -7.865
C -1.357 0.298 -7.219
C -1.412 0.227 -5.855
H 1.994 0.397 -5.206
H 2.038 0.522 -7.669
H -0.080 0.462 -8.946
H -2.267 0.275 -7.804
H -2.363 0.147 -5.344

For the frontier orbital gap (alpha / beta), the calculation gives 6.89 / 4.92 eV. As for the energy relative to the best compared isomer or geometry (same formula, charge and spin): 0.0 kJ/mol. The calculation puts the energy at -236969.6955 eV. The value obtained for the HOMO energy (alpha / beta) is -14.9 / -16.1 eV. Its net charge is +3. As for the spin multiplicity: 6.

3.
Entry from OMol25: a molecular structure, C42H37BrCuF4N2P (ωB97M-V with the def2-TZVPD basis set).

CARTESIAN COORDINATES (ANGSTROEM)
Cu -0.219 0.619 0.188
F -0.577 -2.984 6.807
C -0.034 -2.221 5.806
C 0.338 -0.895 6.028
F 0.424 -0.468 7.316
C 0.697 -0.076 5.002
F 1.240 1.147 5.370
C 0.666 -0.432 3.612
P -0.255 0.783 2.429
C -1.940 1.284 2.923
C -3.050 0.939 2.128
C -4.349 1.072 2.596
C -4.594 1.519 3.898
C -3.512 1.821 4.718
C -2.206 1.703 4.247
C 0.712 2.323 2.717
C 2.102 2.260 2.544
C 2.892 3.405 2.604
C 2.313 4.651 2.821
C 0.932 4.732 2.973
C 0.141 3.585 2.907
C 0.408 -1.844 3.479
Br 0.735 -2.677 1.761
C 0.069 -2.685 4.503
F -0.147 -4.007 4.301
H -2.872 0.577 1.119
H -5.183 0.828 1.944
H -5.610 1.624 4.263
H -3.686 2.148 5.740
H -1.370 1.935 4.902
H 2.552 1.289 2.372
H 3.966 3.326 2.467
H 2.925 5.546 2.865
H 0.464 5.698 3.137
H -0.935 3.672 2.996
N 1.573 3.118 -0.299
C 0.353 3.699 -0.634
C -0.093 4.831 0.057
C -1.247 5.496 -0.326
C -1.982 5.049 -1.418
C -1.548 3.914 -2.098
C -0.403 3.215 -1.722
C -0.012 1.969 -2.464
C 0.252 2.073 -3.839
C 0.536 0.931 -4.568
C 0.558 -0.307 -3.934
C 0.329 -0.388 -2.558
C 0.029 0.750 -1.776
H 1.664 2.155 -0.584
H 1.865 3.257 0.660
H 0.483 5.175 0.911
H -1.578 6.362 0.236
H -2.888 5.558 -1.723
H -2.126 3.532 -2.932
H 0.247 3.049 -4.315
H 0.736 0.995 -5.633
H 0.744 -1.209 -4.510
H -0.175 -1.674 -1.060
C -2.481 -1.772 -3.442
C -2.105 -3.139 -2.854
C -2.539 -3.229 -1.387
C -0.655 -3.571 -3.085
C -0.474 -4.758 -3.801
C 0.787 -5.234 -4.107
C 1.898 -4.545 -3.649
C 1.778 -3.381 -2.891
C 3.073 -2.860 -2.258
C 3.472 -1.402 -2.521
C 3.064 -3.136 -0.746
C 0.485 -2.870 -2.639
N 0.351 -1.645 -1.921
H -3.572 -1.677 -3.465
H -2.103 -1.659 -4.462
H -2.088 -0.948 -2.848
H -2.695 -3.878 -3.400
H -2.167 -2.388 -0.794
H -2.180 -4.148 -0.916
H -3.631 -3.212 -1.319
H -1.349 -5.309 -4.133
H 0.905 -6.144 -4.687
H 2.891 -4.931 -3.857
H 3.860 -3.477 -2.698
H 2.882 -0.710 -1.919
H 3.355 -1.122 -3.570
H 4.525 -1.273 -2.247
H 2.281 -2.555 -0.256
H 4.025 -2.852 -0.301
H 2.883 -4.195 -0.533

For the frontier orbital gap, the calculation gives 3.07 eV. As for the energy relative to the best compared isomer or geometry (same formula, charge and spin): 25.0 kJ/mol. The calculation puts the energy at -181974.7591 eV. The value obtained for the HOMO energy is 1.1 eV. Its net charge is -2. As for the spin multiplicity: 1.

4.
Entry from OMol25: a molecular structure, C42H38As2F6N5O6S2W in a non-equilibrium geometry (ωB97M-V with the def2-TZVPD basis set).

CARTESIAN COORDINATES (ANGSTROEM)
W -0.183 0.549 0.315
C -0.283 -3.237 -0.905
C -0.220 -2.501 -2.219
As 0.622 -0.745 -2.065
C 2.503 -1.078 -1.799
C 2.963 -1.800 -0.701
C 4.324 -1.973 -0.501
C 5.237 -1.405 -1.383
C 4.781 -0.653 -2.458
C 3.418 -0.483 -2.663
C 0.468 -0.124 -3.879
C -0.225 1.011 -4.271
C -0.334 1.322 -5.619
C 0.245 0.500 -6.573
C 0.939 -0.639 -6.178
C 1.052 -0.952 -4.834
As -1.151 -2.132 0.462
C -2.978 -2.349 -0.081
C -3.496 -3.643 -0.070
C -4.792 -3.865 -0.503
C -5.574 -2.800 -0.943
C -5.057 -1.515 -0.954
C -3.758 -1.284 -0.522
C -0.883 -3.195 2.033
C 0.366 -3.753 2.282
C 0.555 -4.536 3.413
C -0.498 -4.745 4.296
C -1.744 -4.177 4.047
C -1.938 -3.395 2.918
H 0.699 -3.570 -0.578
H -0.923 -4.115 -0.968
H -1.223 -2.326 -2.611
H 0.346 -3.035 -2.979
H 2.274 -2.230 0.010
H 4.675 -2.553 0.344
H 6.299 -1.551 -1.235
H 5.484 -0.202 -3.145
H 3.083 0.106 -3.506
H -0.697 1.658 -3.549
H -0.877 2.207 -5.923
H 0.155 0.739 -7.624
H 1.394 -1.285 -6.918
H 1.614 -1.833 -4.549
H -2.908 -4.482 0.281
H -5.194 -4.869 -0.494
H -6.589 -2.978 -1.271
H -5.666 -0.687 -1.294
H -3.369 -0.279 -0.518
H 1.194 -3.608 1.597
H 1.517 -4.997 3.596
H -0.353 -5.364 5.172
H -2.568 -4.356 4.725
H -2.915 -2.971 2.717
C -2.246 3.467 -2.276
C -1.921 2.347 -1.526
N -0.672 2.095 -1.132
C 0.302 2.969 -1.470
C 0.066 4.104 -2.243
C -1.260 4.345 -2.642
C 1.163 4.970 -2.564
C 2.404 4.716 -2.100
C 2.656 3.581 -1.260
C 3.901 3.305 -0.674
C 4.024 2.231 0.167
C 2.923 1.421 0.414
N 1.746 1.631 -0.156
C 1.608 2.706 -0.964
H -3.280 3.627 -2.549
H -2.682 1.642 -1.234
H -1.495 5.228 -3.227
H 0.971 5.844 -3.174
H 3.227 5.381 -2.332
H 4.746 3.953 -0.875
H 4.963 1.999 0.650
H 3.011 0.563 1.063
F -4.122 2.092 4.688
C -4.487 2.674 3.553
F -5.691 2.263 3.211
F -4.466 3.980 3.683
S -3.337 2.134 2.199
O -1.769 0.779 0.817
O -3.668 3.015 1.067
N -1.961 2.611 3.045
S -0.660 2.964 2.347
O 0.237 1.746 2.122
O -0.687 3.811 1.185
C 0.322 3.832 3.647
F 0.643 2.971 4.612
F 1.431 4.273 3.067
F -0.373 4.825 4.134
C 2.980 -1.307 4.324
O 2.540 -0.968 2.974
C 1.297 -0.705 2.734
O 1.009 -0.555 1.492
N 0.401 -0.629 3.704
N -0.942 -0.392 3.409
H 4.022 -1.580 4.219
H 2.402 -2.153 4.694
H 2.894 -0.436 4.971
H 0.721 -0.623 4.663
H -1.211 0.532 3.737
H -1.494 -1.098 3.882

For the frontier orbital gap, the calculation gives 5.44 eV. As for the energy relative to the best compared isomer or geometry (same formula, charge and spin): 0.0 kJ/mol. The calculation puts the energy at -225360.2479 eV. The value obtained for the HOMO energy is -15.6 eV. Its net charge is +3. As for the spin multiplicity: 1.

5.
Entry from OMol25: a molecular structure, C42H38CdGeIN5 (ωB97M-V with the def2-TZVPD basis set).

CARTESIAN COORDINATES (ANGSTROEM)
Cd -2.128 0.649 -2.763
C 0.524 -0.514 -0.097
N 0.439 0.612 -1.033
C 1.376 0.445 -2.127
C 1.142 -0.710 -3.080
C 2.143 -0.985 -4.013
C 1.952 -1.995 -4.934
C 0.764 -2.711 -4.894
C -0.173 -2.368 -3.938
N -0.003 -1.386 -3.051
C 0.691 1.898 -0.385
C -0.217 3.024 -0.837
C 0.309 4.290 -1.073
C -0.542 5.323 -1.423
C -1.897 5.058 -1.526
C -2.328 3.762 -1.294
N -1.515 2.762 -0.961
C -1.742 -1.343 0.842
C -1.860 -2.668 1.271
C -3.077 -3.316 1.166
C -4.149 -2.635 0.611
C -3.933 -1.344 0.162
N -2.768 -0.711 0.276
H 1.553 -0.549 0.307
H 0.383 -1.424 -0.676
H 2.405 0.357 -1.736
H 1.337 1.355 -2.735
H 3.058 -0.402 -4.006
H 2.712 -2.219 -5.672
H 0.569 -3.520 -5.586
H -1.121 -2.891 -3.875
H 1.728 2.215 -0.551
H 0.587 1.788 0.694
H 1.375 4.461 -0.974
H -0.157 6.319 -1.609
H -2.608 5.834 -1.783
H -3.377 3.498 -1.378
H -1.012 -3.186 1.704
H -3.192 -4.332 1.525
H -5.125 -3.098 0.536
H -4.727 -0.778 -0.312
C -0.496 -0.507 1.063
Ge 0.429 -0.937 2.765
C -0.951 -1.252 4.107
C -0.954 -2.361 4.950
C -1.997 -2.567 5.845
C -3.051 -1.664 5.904
C -3.061 -0.555 5.066
C -2.018 -0.352 4.173
C 1.485 0.632 3.277
C 1.032 1.529 4.245
C 1.784 2.649 4.582
C 3.002 2.884 3.959
C 3.465 2.002 2.992
C 2.711 0.885 2.655
C 1.708 -2.407 2.565
C 1.701 -3.289 1.485
C 2.685 -4.262 1.354
C 3.694 -4.363 2.301
C 3.719 -3.488 3.380
C 2.733 -2.519 3.509
H -0.870 0.511 1.196
H -0.137 -3.074 4.902
H -1.989 -3.432 6.496
H -3.867 -1.826 6.597
H -3.886 0.147 5.106
H -2.046 0.506 3.506
H 0.089 1.348 4.749
H 1.420 3.336 5.337
H 3.595 3.747 4.234
H 4.416 2.177 2.503
H 3.088 0.191 1.909
H 0.929 -3.222 0.727
H 2.662 -4.940 0.509
H 4.462 -5.121 2.199
H 4.510 -3.556 4.117
H 2.761 -1.837 4.352
I 0.221 0.143 -8.370
C -0.486 1.546 -6.984
C -1.328 2.566 -7.380
C -1.704 3.487 -6.415
C -1.271 3.309 -5.112
N -0.514 2.288 -4.720
C -0.083 1.454 -5.662
H -1.675 2.645 -8.402
H -2.329 4.331 -6.674
H -1.568 3.998 -4.329
H 0.579 0.658 -5.340

For the frontier orbital gap, the calculation gives 6.01 eV. As for the energy relative to the best compared isomer or geometry (same formula, charge and spin): 0.0 kJ/mol. The calculation puts the energy at -120801.1919 eV. The value obtained for the HOMO energy is -5.5 eV. As for the spin multiplicity: 1.

> energy of number 4 (C42H38As2F6N5O6S2W)?

-225360.2479 eV

> Which formula does entry 2 have?

C42H37As2IrN2Se

> The highest energy relative to the best compared isomer or geometry (same formula, charge and spin) belongs to which entry?

C42H37BrCuF4N2P